83
Properties=species:S:1:pos:R:3:forces:R:3 method="wB97M-V/def2-TZVPD" spin_multiplicity=3 total_charge=+1 homo_lumo_gap_ha="0.256 / 0.271" homo_ev="-9.18 / -11.26" total_energy_ev=-83643.9976
C -2.07376 1.38835 -4.00379 -0.1 -0.1 -0.1
C -2.17496 5.48985 1.05571 -0.1 0.1 -0.1
H 2.15214 -4.32825 4.08081 0.0 -0.1 0.1
H 0.17774 -0.06475 6.95261 0.0 0.0 0.1
C -3.42656 1.43125 -3.70259 0.1 0.0 0.0
H 4.84584 -0.35365 -0.34369 0.2 0.0 -0.3
C -0.96966 3.45615 0.64441 0.0 -0.4 0.1
H 4.28584 0.45095 1.10721 0.0 0.2 0.1
C -2.71076 -2.35205 -1.65969 0.2 0.0 0.1
C 1.64914 -3.58335 0.81821 0.0 0.1 0.0
H -3.23736 -5.90015 -0.25819 0.0 -0.1 0.1
H -4.93926 -4.88815 -1.71729 -0.1 -0.1 0.0
C 3.42924 3.54865 -2.47679 0.0 0.0 0.0
Pd 0.29664 0.06875 0.79831 -0.4 0.1 0.4
H 4.29784 3.90695 -3.01039 0.1 0.0 0.0
C 2.84854 -1.37285 -2.94749 0.0 0.0 0.1
C -2.90566 1.95775 -1.42209 0.2 0.0 0.1
C -0.93096 0.19625 5.13271 0.0 0.0 -0.1
C -4.04156 -4.33975 -1.47609 0.1 0.1 0.0
H 4.02774 -1.27805 0.90131 -0.1 -0.2 0.1
H -4.89286 1.79435 -2.18309 -0.1 0.0 0.0
C -3.84916 -3.06405 -1.98529 -0.1 0.0 -0.1
H -1.70216 0.47415 3.13581 0.1 0.0 0.1
C 0.87124 -2.06635 -1.79629 -0.2 0.0 -0.2
H -1.91626 4.64475 -0.89099 0.0 0.0 0.0
C 1.52184 -3.17075 -3.82909 0.0 0.0 0.0
H -0.07266 1.58045 -3.24779 0.0 0.0 -0.1
H -0.12006 2.51675 2.35551 -0.1 0.2 0.1
H -1.06526 4.15675 3.95641 0.1 0.0 0.1
C 4.04614 -0.32325 0.38631 -0.9 0.2 -0.4
H -2.72306 6.34345 0.68781 -0.1 0.1 -0.1
C 1.68314 -3.90915 3.20331 -0.1 0.1 0.0
H -0.20916 -3.68935 -2.67269 0.0 -0.1 -0.1
H 2.06804 -3.77785 -0.16039 0.1 0.1 0.0
N 0.36194 0.40395 3.14471 -0.2 0.0 -0.5
H -1.19206 -4.64845 0.32501 0.0 0.0 0.0
H -2.37216 6.07645 3.10691 0.0 0.1 0.0
C 2.23164 -4.13255 1.94911 0.0 0.0 0.0
C -3.08546 -4.90525 -0.64739 -0.1 -0.1 0.0
C 0.22534 0.07135 5.88451 0.2 0.0 -0.1
P -0.36626 2.05015 -0.35219 0.6 -0.1 -0.2
C 0.51984 -3.16305 3.33001 0.0 0.0 0.1
H 2.31674 5.36415 -2.75439 0.0 0.1 0.0
C 1.47584 0.29785 3.85741 0.3 0.0 0.2
C -1.23206 4.27795 2.89751 0.0 0.1 0.0
C -0.72076 3.35135 2.01031 0.1 -0.2 -0.1
C 2.61274 -2.32305 -3.93049 0.0 0.0 0.0
C 1.99174 -1.22815 -1.86229 0.0 0.3 0.8
C 0.51124 -2.79045 0.94781 -0.3 0.1 0.0
H -0.99516 -2.03835 2.27921 0.2 -0.1 0.1
H -2.54846 -1.35025 -2.04069 -0.1 0.1 -0.1
H 3.71634 -0.73495 -3.02299 0.2 0.1 -0.1
H 2.41684 0.36485 3.32001 -0.1 -0.1 0.0
C -0.82046 0.35695 3.76321 -0.1 0.1 0.1
H -1.89966 0.17285 5.60561 -0.1 0.0 0.0
C -1.74506 -2.92315 -0.83259 -0.1 0.5 0.2
H -1.75666 1.18925 -5.01569 0.1 -0.1 -0.1
H 1.35444 -3.93935 -4.56839 0.0 0.0 -0.1
C 0.64714 -3.03645 -2.76609 -0.1 0.0 0.1
H -3.21816 2.18615 -0.41059 -0.1 0.0 0.0
Si 2.33664 0.03645 -0.43259 0.2 0.1 -0.7
H 3.28464 -2.41125 -4.77159 0.1 0.0 0.0
P -0.29956 -1.88835 -0.41879 0.8 -0.3 0.1
C -1.70276 4.54055 0.16451 0.1 -0.1 0.0
C 1.44904 0.12765 5.23451 0.4 0.0 0.3
H 3.11134 -4.75185 1.85621 0.1 0.0 0.0
H -4.59116 -2.62555 -2.63289 -0.1 0.1 -0.1
C 2.31054 1.78365 -1.25119 -0.1 -0.6 0.6
C 1.19974 3.89545 -1.67869 0.0 0.0 -0.1
C -1.96566 5.35165 2.41871 0.1 -0.1 0.0
H -4.15806 1.23605 -4.47179 -0.1 0.0 -0.1
C -1.12926 1.61485 -3.01839 0.1 0.1 0.3
C -1.54316 1.90505 -1.72039 -0.1 -0.2 0.2
H 4.29604 1.65185 -2.02579 0.2 0.0 0.0
C 1.18684 2.61075 -1.14609 -0.2 0.1 0.1
I 3.26044 -0.02565 6.30591 -0.5 0.0 -0.3
C -1.93916 -4.20275 -0.31769 0.2 0.1 0.0
H 0.06054 -3.03905 4.29961 0.0 0.1 0.1
C 3.42144 2.27675 -1.92759 0.1 0.1 -0.1
C -3.84036 1.72985 -2.41219 -0.1 0.0 -0.1
C 2.31874 4.36705 -2.34029 -0.1 0.0 0.0
H 0.32414 4.52055 -1.57379 0.0 0.1 -0.1
C -0.06036 -2.59705 2.21021 -0.2 -0.2 -0.2



94
Properties=species:S:1:pos:R:3:forces:R:3 method="wB97M-V/def2-TZVPD" de_lowest_kcal_mol=0.00 spin_multiplicity=2 total_charge=+2 homo_lumo_gap_ha="0.274 / 0.250" homo_ev="-13.35 / -13.99" total_energy_ev=-173068.1776
C -2.20271 -5.34646 -1.65592 0.0 0.0 0.0
N -1.25082 2.13080 -0.88147 0.0 0.0 0.0
H -2.77529 2.12037 -3.85293 0.0 0.0 0.0
N -0.70148 2.55725 1.66871 0.0 -0.1 0.0
C 2.95687 2.65963 1.64951 0.0 0.0 0.0
H -2.38667 -4.93480 -3.75568 0.0 0.0 0.0
C -0.26235 -3.37652 -1.62984 0.0 0.0 -0.1
C 0.12572 -2.51263 4.02086 0.0 0.0 0.0
H -2.96050 -6.11846 -1.66457 0.0 0.0 0.0
C -2.01474 2.57005 1.32391 0.0 0.0 0.0
P 0.98366 -2.10222 -1.71172 0.0 0.0 0.0
H 3.05179 3.69772 -3.06172 0.0 0.0 0.0
C -1.54404 -5.04067 -0.47106 0.0 0.0 0.0
H -1.00338 3.41925 4.88528 0.0 0.0 0.0
H -4.58143 -0.96438 1.79090 0.0 0.0 0.0
H -0.66522 -2.68570 2.04720 0.0 0.0 0.0
H 0.21019 4.42853 -0.81954 0.0 0.0 0.0
C -0.91571 -3.69001 -2.82353 0.0 0.0 0.0
C -3.36080 -1.07671 -1.36453 0.0 0.0 0.0
C -3.78404 2.35353 -1.97041 0.0 0.0 0.0
H -5.33505 -1.27750 -0.54594 0.0 0.0 0.0
H 1.88140 0.13167 5.20568 0.0 0.0 0.0
H -1.32344 -0.79094 -1.91342 0.0 0.0 0.0
H 2.66562 -0.81699 1.20612 0.0 0.0 0.0
H 3.10115 -0.39667 -0.45059 0.0 0.0 0.0
Cl 5.32964 2.30550 0.44663 0.0 0.0 0.0
C 4.42425 2.37146 1.96568 0.0 0.0 0.0
C -2.51707 -0.76263 1.26079 0.0 0.0 0.0
H 3.38733 -0.84135 -2.74430 0.0 0.0 0.0
P 0.13810 -0.29674 0.61085 -0.1 0.0 0.0
H 3.08112 3.94238 -0.53592 0.0 0.0 0.0
H 3.17504 -2.10201 0.09843 0.0 0.0 0.0
C 4.78928 -3.83891 -3.46302 0.0 0.0 0.0
H 1.12722 4.41321 0.54926 0.0 0.0 0.0
C -2.31345 2.35722 -0.08335 0.0 0.0 0.0
H 1.30272 3.52315 -2.98709 0.0 0.0 0.0
C -1.88287 -4.68076 -2.83303 0.0 0.0 0.0
Ir 0.53084 1.91951 0.09425 -0.2 0.1 0.0
C -2.02080 -0.86753 -1.08810 0.0 0.0 0.0
C 2.48803 -2.77713 -2.36454 0.0 0.1 0.0
C 1.09120 -0.03480 3.22202 0.0 0.0 0.0
C -3.60592 2.44224 -0.58913 0.0 0.0 0.0
C 2.41622 1.86615 -2.21785 0.0 0.0 -0.1
O 3.35087 1.28226 -2.71618 0.0 0.0 0.0
H -2.20568 -0.63784 2.28944 0.0 0.0 0.0
C 1.31354 -0.48077 4.51787 0.0 0.0 0.0
H 1.83179 -4.82982 -2.15480 0.0 0.0 0.0
H 5.43207 -1.80309 -3.70952 0.0 0.0 0.0
C -2.68027 2.17670 -2.77784 0.0 0.0 0.0
C -3.02328 2.84092 2.23995 0.0 0.0 0.0
C -0.37292 2.87507 2.91960 0.0 0.0 0.0
C -1.33050 3.16617 3.88709 0.0 0.0 0.0
H 1.51202 0.90334 2.89970 0.0 0.0 0.0
O 2.39024 1.74207 0.94672 0.0 0.1 0.0
C 0.82979 -1.71540 4.91798 0.0 0.0 0.0
H 0.68210 2.91990 3.13809 0.0 0.0 0.0
N -5.43560 2.99483 2.54165 0.0 0.0 0.0
C 4.64744 -2.46007 -3.36013 0.0 0.0 0.0
Cl 4.56728 0.86186 2.88287 0.0 0.0 0.0
H 2.29806 5.25239 -1.40260 0.0 0.0 0.0
C -2.66578 3.13287 3.55786 0.0 0.0 0.0
H -1.78012 -5.58153 0.43558 0.0 0.0 0.0
C 2.22472 4.19180 -1.15918 0.0 0.0 0.0
C -4.28693 -1.11762 -0.32921 0.0 0.0 0.0
C -1.42353 2.04850 -2.19923 0.0 0.0 0.0
H 1.00591 -2.06532 5.92636 0.0 0.0 0.0
Se -6.88256 2.91822 1.51688 0.0 0.0 0.0
C -0.09591 -2.06964 2.73036 0.0 0.0 0.0
C 2.23242 3.36272 -2.42927 0.0 0.0 0.0
C 3.77950 -4.68972 -3.02880 0.0 0.0 0.0
H -0.53013 1.85359 -2.77745 0.0 0.0 0.0
C -3.86513 -0.94348 0.97963 0.0 0.0 0.0
N 0.98990 3.96600 -0.35816 0.1 0.0 0.0
H 3.89592 -5.76131 -3.11493 0.0 0.0 0.0
H -3.68522 -1.19820 -2.39004 0.0 0.0 0.0
C -1.57505 -0.74704 0.22959 0.0 0.0 -0.1
C -0.57006 -4.05569 -0.45357 0.0 0.0 0.0
O 2.44561 3.69384 2.05548 0.0 0.0 0.0
C 3.49627 -1.91745 -2.81833 0.0 0.0 0.0
H -3.43886 3.34576 4.28441 0.0 0.0 0.0
C 2.61970 -4.16708 -2.48687 0.0 0.0 0.0
C -4.68969 2.63768 0.36417 0.0 0.0 0.0
H 5.69117 -4.25560 -3.89149 0.0 0.0 0.0
C -4.40139 2.82780 1.75987 0.0 0.0 0.0
N -5.95276 2.65107 0.02813 0.0 0.0 0.0
C 0.38002 -0.81933 2.32030 0.0 -0.1 0.0
N 1.21395 -1.38629 -0.22425 0.1 0.0 0.0
H -4.78173 2.43296 -2.38217 0.0 0.0 0.0
H -0.02768 -3.83564 0.45604 0.0 0.0 0.0
O 1.46652 1.21380 -1.56898 0.1 0.0 0.1
H -0.24924 -3.47858 4.33138 0.0 0.0 0.0
H 4.83093 3.17086 2.57309 0.0 0.0 0.0
C 2.64041 -1.15891 0.17522 0.0 0.0 0.0
H -0.66780 -3.16462 -3.73917 0.0 0.0 0.0